1.
Formula: C40H47IrN8P2S3Si
Source: the Open Molecules 2025 dataset
Level of theory: ωB97M-V/def2-TZVPD

Geometry as XYZ:
```
102
C40H47IrN8P2S3Si | the Open Molecules 2025 dataset | ωB97M-V/def2-TZVPD
Ir -0.09895 0.32411 -0.16501
C -4.86774 2.36307 4.79206
Si -3.92242 1.07685 3.82276
C -5.09476 0.03748 2.81104
C -2.91727 0.03768 5.00546
C -2.75857 2.01455 2.64056
C -2.79224 3.39403 2.55566
C -1.95753 4.08986 1.67602
C -1.10010 3.37713 0.88132
N -1.04535 2.03201 0.91748
C -1.85228 1.36863 1.77891
S -1.58104 -0.33022 1.71893
H -5.52859 1.85720 5.49913
H -5.49526 2.99024 4.15569
H -4.20786 3.01155 5.37223
H -5.84344 -0.42486 3.45754
H -4.57013 -0.75557 2.27686
H -5.61987 0.64748 2.07321
H -3.58458 -0.42542 5.73615
H -2.20222 0.65101 5.55828
H -2.36946 -0.75774 4.50024
H -3.47542 3.95381 3.18268
H -1.98011 5.16778 1.60805
H -0.45956 3.88516 0.18085
C 1.09841 1.21722 3.07948
P 1.74154 1.03981 1.38617
C 1.90958 2.77454 0.78035
N 2.27910 3.70076 1.62686
C 2.35779 4.97997 1.18987
C 2.76192 6.00388 2.07887
C 2.84751 7.28653 1.62603
C 2.52851 7.60859 0.28171
C 2.12498 6.64342 -0.59170
C 2.03445 5.30242 -0.14837
N 1.61468 4.33775 -1.00035
C 1.56019 3.10532 -0.56253
P 0.81499 1.84361 -1.68497
C -0.46112 2.81259 -2.54011
C 2.10432 1.57496 -3.02924
C 3.35523 0.95587 -2.42577
C 2.47080 2.93440 -3.64997
C 1.60868 0.68325 -4.17199
C 3.53346 0.57425 1.80151
C 4.01042 1.42699 2.99552
C 4.49726 0.83627 0.65063
C 3.62730 -0.89101 2.21893
H 1.49683 2.13270 3.51291
H 1.43768 0.36039 3.65953
H 0.01843 1.22632 3.10836
H 2.99685 5.73667 3.10027
H 3.16301 8.07527 2.29559
H 2.60700 8.63604 -0.04695
H 1.87402 6.86521 -1.62021
H -0.02336 3.76234 -2.84162
H -1.30493 2.99252 -1.87756
H -0.81248 2.27874 -3.42204
H 3.87799 1.66517 -1.78749
H 4.03285 0.66878 -3.23213
H 3.12070 0.05501 -1.85557
H 2.75528 3.68526 -2.91922
H 1.66508 3.33010 -4.26799
H 3.32531 2.76358 -4.30826
H 1.56362 -0.36368 -3.89180
H 2.33504 0.76453 -4.98306
H 0.64641 0.99648 -4.58030
H 3.87022 2.49403 2.84333
H 5.07941 1.23957 3.11372
H 3.53322 1.13681 3.92916
H 4.44774 1.86698 0.29566
H 4.33083 0.15715 -0.18064
H 5.51412 0.66568 1.00890
H 2.86299 -1.18076 2.94109
H 4.59956 -1.04428 2.69299
H 3.57168 -1.55993 1.36834
S -2.15834 0.34001 -1.19420
C -1.84908 -0.36746 -2.69910
C -2.84670 -0.26726 -3.71807
N -3.65859 -0.15001 -4.52270
C -0.69336 -1.10969 -2.88828
S 0.42606 -1.35042 -1.63049
C -0.47020 -1.83321 -4.10191
N -0.26757 -2.39261 -5.08500
N -2.44120 -10.11193 4.54858
C -1.94645 -9.19245 4.07073
C -1.32577 -8.04086 3.47460
C -2.07168 -7.19516 2.65790
C -1.47289 -6.09086 2.07959
C -0.13488 -5.82254 2.33637
C 0.61422 -6.66134 3.15034
C 0.02048 -7.77594 3.71336
N 0.47287 -4.67718 1.75993
C 1.73474 -4.59483 1.21238
C 1.86538 -3.30906 0.79105
N 0.72471 -2.58483 1.06684
C -0.08232 -3.44295 1.63880
H -3.11198 -7.41644 2.46467
H -2.03511 -5.45343 1.41054
H 1.65042 -6.43051 3.35751
H 0.59218 -8.43722 4.34928
H 2.38001 -5.45191 1.13701
H 2.68042 -2.89025 0.22729
H -1.07956 -3.23328 1.99352
```

Its charge is +1. The spin multiplicity is 2. The calculation puts the HOMO energy (alpha / beta) at -10.6 / -10.9 eV. For the max |F|, the calculation gives 0.054 hartree/bohr.



2.
Formula: C40H48MgN4O4
Source: the Open Molecules 2025 dataset
Level of theory: ωB97M-V/def2-TZVPD

Geometry as XYZ:
```
97
C40H48MgN4O4 | the Open Molecules 2025 dataset | ωB97M-V/def2-TZVPD
Mg 1.24194 1.35572 -1.01361
C -0.07040 -6.22338 -1.51864
C -0.05998 -5.10974 -0.44432
C 0.90998 -5.57482 0.66528
C -1.49023 -5.03861 0.14139
C 0.33238 -3.70254 -0.96442
C 0.48298 -2.67624 -0.10388
C 0.64147 -1.30057 -0.60369
N 0.54292 -0.18131 -0.00284
C 0.38317 0.16085 1.33716
C -0.42452 -0.56124 2.22773
C -0.52071 -0.20728 3.56950
C 0.18455 0.94319 3.95770
C 0.94995 1.75922 3.06749
C 1.04719 1.37899 1.69595
O 1.65368 2.04363 0.77920
C 1.62099 3.02262 3.69590
C 0.52481 3.92662 4.31529
C 2.59569 2.57135 4.81351
C 2.44767 3.94411 2.76794
C -1.34152 -1.00367 4.59100
C -2.44582 -0.10592 5.18822
C -0.41800 -1.49708 5.72705
C -2.03431 -2.25214 3.99743
C 0.96735 -1.11798 -2.06495
O 1.31233 0.00125 -2.42012
C 0.83869 -2.29362 -2.97830
C 0.50563 -3.46470 -2.39253
C 1.08845 -2.17585 -4.49514
C 2.20749 -3.16223 -4.91018
C 1.52753 -0.78561 -5.00460
C -0.20446 -2.54055 -5.25938
H -0.33282 -7.19348 -1.07880
H 0.91248 -6.33788 -1.98941
H -0.81253 -6.02586 -2.30117
H 0.66093 -6.58659 1.00727
H 0.87343 -4.92838 1.54856
H 1.94367 -5.59218 0.30176
H -1.82117 -6.02028 0.50019
H -2.21047 -4.70284 -0.61449
H -1.55338 -4.34782 0.98994
H 0.39536 -2.79300 0.96471
H -0.99560 -1.38774 1.83235
H 0.12640 1.24360 4.99971
H -0.02102 3.43616 5.12778
H -0.20947 4.22504 3.55761
H 0.95719 4.84107 4.73865
H 2.09040 2.04631 5.63050
H 3.10784 3.43017 5.26383
H 3.36319 1.89797 4.41378
H 1.83311 4.38215 1.97380
H 3.29847 3.41804 2.32112
H 2.86979 4.78844 3.32818
H -2.03411 0.75401 5.72794
H -3.06653 -0.66346 5.89935
H -3.10506 0.28345 4.40339
H 0.03442 -0.66941 6.28422
H 0.39892 -2.11267 5.33190
H -0.97244 -2.10452 6.45200
H -2.74831 -1.98217 3.21066
H -2.59499 -2.79608 4.76712
H -1.30665 -2.95344 3.57204
H 0.39611 -4.32559 -3.04197
H 3.13353 -2.96067 -4.35851
H 2.43443 -3.07740 -5.97954
H 1.93135 -4.20665 -4.72893
H 2.47114 -0.46678 -4.54764
H 0.76286 -0.02422 -4.81554
H 1.69391 -0.79805 -6.08910
H -0.52783 -3.56816 -5.06050
H -0.05958 -2.45717 -6.34321
H -1.02742 -1.87132 -4.98244
O -2.28959 5.59961 -5.45485
N -2.75293 5.50370 -4.31448
O -3.77357 6.10384 -3.94447
C -2.07725 4.63669 -3.32043
C -2.67136 4.58490 -2.05008
C -2.11506 3.79938 -1.04281
C -2.70719 3.74589 0.22824
C -2.14444 2.96036 1.22319
C -1.00487 2.25349 0.91004
N -0.41573 2.28744 -0.30383
C -0.94960 3.04783 -1.28772
C -0.35011 3.09301 -2.55092
N 0.76531 2.35000 -2.72278
C 1.39972 2.34006 -3.90747
C 0.96957 3.06237 -4.98866
C -0.17664 3.83383 -4.83295
C -0.89333 3.88542 -3.60129
H -3.57390 5.15578 -1.83147
H -3.60778 4.31379 0.45129
H -2.58219 2.90179 2.21297
H -0.51383 1.61950 1.64273
H 2.28668 1.71556 -3.95542
H 1.50484 3.03224 -5.93094
H -0.48716 4.39221 -5.71070
H 2.87394 1.85618 -1.49542
```

The calculation puts the HOMO energy (alpha / beta) at -6.4 / -6.4 eV. For the max |F|, the calculation gives 0.062 hartree/bohr.



3.
Formula: C40H48O2S2
Source: the Open Molecules 2025 dataset
Level of theory: ωB97M-V/def2-TZVPD

Geometry as XYZ:
```
92
C40H48O2S2 | the Open Molecules 2025 dataset | ωB97M-V/def2-TZVPD
C -0.09461 0.62409 0.50521
S -1.06261 -0.25691 1.76321
O -2.50661 0.25809 1.54121
C -1.12661 -1.79991 0.81821
H 0.36339 1.66209 0.70921
H -0.86961 0.72109 -0.57879
H 0.75239 0.06809 0.23621
H -0.36761 -2.40191 1.15821
H -1.08561 -1.75391 -0.25979
H -2.17561 -2.14291 1.12121
C -6.34761 2.12409 1.15621
S -5.65561 0.42909 1.20921
O -7.02361 -0.44891 1.26921
C -5.03061 0.32309 -0.44879
H -5.38261 2.77509 1.20521
H -7.01661 2.41609 1.78621
H -6.40761 2.46409 0.00021
H -4.40761 1.12409 -0.29479
H -5.76561 0.61309 -1.20679
H -4.63161 -0.58891 -0.68879
C -3.11761 4.61509 0.87421
C -4.26461 5.40309 -0.00879
C -4.02661 5.53609 -1.39979
C -2.79361 5.15009 -1.97379
C -1.71261 4.64709 -1.23279
C -1.86761 4.30509 0.25121
H -3.25961 4.45509 1.88121
H -5.33961 5.69509 0.33721
H -4.77561 5.73809 -1.96679
H -2.80161 5.47609 -3.15779
H -0.65461 4.69209 -1.73479
H -1.04861 4.15009 1.01721
C 2.57039 -2.63791 -0.60579
C 3.26739 -3.96291 -0.73979
C 4.23839 -4.01691 -1.73479
C 4.61239 -2.97191 -2.49379
C 4.06339 -1.72091 -2.31679
C 2.92239 -1.59291 -1.35479
H 1.63339 -2.45791 0.15021
H 2.94939 -4.67491 -0.03179
H 4.82339 -5.02591 -1.62979
H 5.38239 -3.15091 -3.29179
H 4.19439 -0.82391 -2.97079
H 2.40339 -0.73291 -1.31779
C 4.76139 -1.61491 1.83321
C 6.03239 -1.60791 2.60721
C 6.04539 -1.15291 3.89021
C 4.84239 -0.66191 4.48221
C 3.58239 -0.65691 3.82321
C 3.54239 -1.18291 2.47721
H 4.90139 -1.90591 0.80221
H 6.97139 -1.84391 2.17221
H 7.00339 -1.26591 4.47521
H 4.90139 -0.21991 5.57121
H 3.02739 0.01809 4.31521
H 2.80139 -0.93891 1.82721
C 3.47739 2.55409 0.02021
C 4.63139 3.02109 -0.89079
C 5.89039 2.99309 -0.36879
C 6.13439 2.58709 0.93521
C 5.11539 2.26209 1.77121
C 3.68839 2.15809 1.38321
H 2.52839 2.38309 -0.28279
H 4.34139 3.47109 -1.81979
H 6.69139 3.33409 -0.90979
H 7.16139 2.34309 1.17221
H 5.37039 1.80609 2.78921
H 2.94439 2.06309 1.95021
C -4.53361 -3.35791 0.59321
C -4.27361 -3.73991 2.00921
C -3.80161 -5.00791 2.37121
C -3.42561 -5.93191 1.36921
C -3.58861 -5.68191 -0.00379
C -4.08461 -4.28991 -0.34879
H -4.89261 -2.41791 0.67221
H -4.55061 -3.17191 2.82121
H -3.49961 -5.39591 3.40321
H -3.08061 -6.76091 1.57821
H -3.35961 -6.29091 -0.80679
H -4.20361 -4.02591 -1.35279
C 0.05939 -0.60491 -3.53779
C -1.40661 -0.78391 -2.91779
C -2.23861 0.31009 -2.94479
C -1.79261 1.51909 -3.64479
C -0.50361 1.80109 -4.04379
C 0.56439 0.60309 -3.92879
H 0.80839 -1.29591 -3.64979
H -1.78061 -1.79491 -2.52179
H -3.30261 0.11409 -2.62179
H -2.45861 2.39009 -3.69279
H -0.27361 2.69209 -4.25479
H 1.67539 0.87909 -4.12279
```

The calculation puts the HOMO energy at -8.3 eV. For the max |F|, the calculation gives 0.243 hartree/bohr.



4.
Formula: C40H49Br2N8O8RbSSi
Source: the Open Molecules 2025 dataset
Level of theory: ωB97M-V/def2-TZVPD

Geometry as XYZ:
```
110
C40H49Br2N8O8RbSSi | the Open Molecules 2025 dataset | ωB97M-V/def2-TZVPD
Rb -0.80811 0.49198 -0.61020
O -5.00887 2.40666 3.92241
C -3.82509 2.04731 3.33289
C -3.26668 0.79328 3.53141
C -2.07156 0.48971 2.89950
N -1.45130 1.36319 2.10132
C -1.99401 2.57538 1.92638
C -3.17877 2.96873 2.53099
C -1.26117 3.55194 0.99402
O -1.10415 4.70820 1.42670
O -0.90647 3.06832 -0.11740
C -1.44396 -0.91112 3.10133
O -2.09279 -1.66565 3.86884
O -0.39021 -1.13957 2.47528
H -5.33728 1.63386 4.39299
H -3.72683 0.03709 4.15724
H -3.57119 3.96542 2.37580
N -5.50349 -4.23597 2.10619
C -4.84324 -3.57331 1.05176
C -3.69353 -2.83081 1.31533
C -3.02506 -2.20615 0.27962
C -3.48436 -2.31918 -1.03053
C -4.62157 -3.06230 -1.29696
C -5.30031 -3.68870 -0.25884
S -2.68282 -1.46636 -2.36653
O -2.77405 -0.04830 -2.03569
O -3.36629 -1.87973 -3.57402
N -1.20627 -2.06345 -2.21263
C -0.30465 -1.81546 -3.20115
N -0.56533 -0.87509 -4.15361
C 0.34276 -0.69303 -5.09665
C 1.54208 -1.38525 -5.14612
C 1.72617 -2.30567 -4.12302
N 0.83949 -2.54230 -3.17553
H -5.26391 -3.87006 3.01388
H -6.49896 -4.31232 1.98207
H -3.31277 -2.72566 2.32920
H -2.13398 -1.63237 0.50487
H -4.96014 -3.14268 -2.32240
H -6.18781 -4.27949 -0.46671
H 0.10206 0.05549 -5.84941
H 2.28158 -1.21405 -5.91645
H 2.64141 -2.89237 -4.06834
N 5.71480 1.70545 4.95708
C 5.65014 2.01527 3.62411
O 6.65175 2.22147 2.96239
C 4.26270 2.08676 3.08040
C 3.22059 2.68552 3.78201
C 1.95730 2.67457 3.23113
C 1.76338 2.04242 2.00739
N 2.75777 1.47591 1.31925
C 3.97765 1.51664 1.84702
H 6.62399 1.53693 5.34951
H 4.91183 1.32169 5.42192
H 3.40948 3.16319 4.73828
H 1.11674 3.14382 3.72695
H 0.75541 1.99703 1.60846
H 4.78070 1.05722 1.27374
C 1.34158 5.29843 -4.73253
C 0.97897 4.15331 -3.77212
C 0.13015 3.12394 -4.54150
C 0.07544 4.71131 -2.65771
Si 2.55069 3.35891 -3.01127
Br 1.88733 1.33765 -2.25378
C 3.90357 2.92402 -4.31623
C 4.88093 1.85122 -3.80412
C 4.71669 4.16690 -4.71333
C 3.25103 2.33645 -5.57754
C 3.23011 4.32729 -1.51013
C 4.57429 3.73215 -1.05913
C 3.44240 5.81433 -1.84401
C 2.26605 4.22040 -0.31093
H 0.41733 5.78838 -5.06347
H 1.86055 4.94078 -5.62549
H 1.96878 6.06009 -4.25964
H -0.72910 3.64503 -4.98623
H -0.26359 2.34741 -3.88409
H 0.67712 2.63340 -5.34707
H -0.87456 5.02710 -3.10870
H 0.50999 5.58482 -2.17027
H -0.15591 3.97356 -1.88226
H 5.45048 2.17154 -2.93286
H 5.59779 1.62285 -4.60590
H 4.35977 0.92696 -3.54702
H 5.30253 4.55220 -3.87481
H 4.08565 4.97886 -5.08539
H 5.42244 3.89937 -5.51195
H 2.62636 1.47026 -5.33909
H 4.04138 2.00117 -6.26386
H 2.64130 3.06723 -6.11189
H 5.37330 3.90137 -1.78590
H 4.49675 2.65727 -0.86469
H 4.87618 4.21282 -0.12022
H 4.15510 5.96929 -2.65962
H 3.83840 6.31911 -0.95393
H 2.50808 6.31190 -2.11015
H 1.93112 3.20047 -0.12585
H 1.36748 4.82248 -0.41740
H 2.78351 4.56873 0.59339
Br 3.29220 -4.78138 2.79760
C 2.61948 -3.53606 1.52023
C 1.29761 -3.58788 1.14294
C 0.87493 -2.65312 0.20408
N 1.66760 -1.71771 -0.31017
C 2.93809 -1.68991 0.08369
C 3.47807 -2.58529 0.99280
H 0.60439 -4.29815 1.57023
H -0.14041 -2.67427 -0.17511
H 3.55592 -0.90380 -0.34347
H 4.51705 -2.53318 1.28573
```

Its charge is -2. The calculation puts the HOMO energy at -3.3 eV. For the max |F|, the calculation gives 0.029 hartree/bohr.